A structure of composition C30H44BrN4O5SSi2V, computed with ωB97M-V with the def2-TZVPD basis set.

Each line ends with the Löwdin spin population.
Element x y z (Å)
1 Br -3.5290 0.8309 0.8770  0.002
2 V -0.3262 -0.5589 -0.0289  1.082
3 S 2.0045 -0.0519 -0.1557  0.004
4 Si -2.0029 -2.3256 2.3828  -0.003
5 Si 0.5086 -0.5493 3.4241  -0.005
6 O 0.2798 -0.7459 -2.5845  0.003
7 O 1.3194 -0.2869 -4.5152  0.000
8 O -1.5858 -0.5231 -1.0194  -0.047
9 O -1.8546 -2.1924 -2.4530  -0.007
10 O -1.3257 1.9533 -2.3979  0.001
11 N 0.1564 -2.3865 -0.0809  -0.005
12 N -0.8006 1.5428 0.7604  0.002
13 N 2.4478 1.8881 -1.9770  0.000
14 N 3.5733 0.0496 -2.3284  -0.002
15 C 0.9143 -1.8147 4.7779  -0.003
16 C 1.9039 -4.2696 0.8105  0.009
17 C 1.5084 -4.2560 -0.5307  -0.003
18 C 3.8581 -1.3652 -2.3994  0.001
19 C 0.3521 -0.2383 -3.7648  0.000
20 C 0.0489 3.6681 1.5504  0.000
21 C 2.1998 0.2310 3.0628  0.000
22 C 2.6383 0.6223 -1.5957  0.000
23 C 1.2445 4.5141 1.8761  0.000
24 C -2.5796 1.3467 -2.7495  0.000
25 C 0.6420 -3.2754 -0.9542  0.009
26 C -3.1062 -1.2392 3.4735  0.000
27 C 0.4665 -2.4077 1.2324  0.003
28 C -1.6816 -1.0038 -2.3229  -0.001
29 C -2.3021 3.2491 1.5252  -0.001
30 C -1.6060 -3.8725 3.4016  -0.002
31 C -0.5556 0.8208 4.1814  0.000
32 C -1.8465 2.8169 -4.4784  0.000
33 C 3.3800 2.2831 -3.0322  0.000
34 C -0.9047 0.5162 -4.1963  0.000
35 C 4.0144 0.9381 -3.4116  0.000
36 C -2.8659 -2.9757 0.8344  0.000
37 C -0.7989 1.9909 -3.7252  0.000
38 C -3.1445 2.2540 -3.8572  0.000
39 C 1.4071 -3.3328 1.6951  -0.004
40 C -0.3448 -1.3978 1.9228  -0.043
41 C -1.2479 4.0992 1.7940  0.003
42 C -2.0388 1.9791 1.0374  0.002
43 C 0.1984 2.4025 1.0078  0.004
44 C -2.1171 0.0219 -3.3788  -0.001
45 H 3.5713 -1.8470 -1.4685  0.001
46 H -0.7402 -4.4239 3.0322  0.000
47 H 2.7887 -0.3509 2.3548  0.000
48 H -1.4405 -3.6425 4.4538  0.000
49 H 5.1028 0.9680 -3.4464  0.000
50 H -1.4320 5.0837 2.2046  0.000
51 H 1.9683 3.9435 2.4589  0.000
52 H 2.7619 0.2702 3.9981  0.000
53 H 1.9198 -2.2160 4.6392  0.000
54 H -1.0236 0.4501 -5.2745  0.000
55 H 1.7006 -3.3302 2.7339  0.000
56 H -3.3236 3.5478 1.7072  0.000
57 H 3.6239 0.5528 -4.3490  0.000
58 H -2.8971 -0.1753 3.4132  0.000
59 H -2.4634 -4.5476 3.3567  0.000
60 H -3.2177 1.2417 -1.8816  0.000
61 H -3.9083 -3.2048 1.0668  0.000
62 H 3.2919 -1.7977 -3.2260  0.000
63 H -2.8731 -0.4738 -3.9829  0.000
64 H 0.2187 -2.6499 4.8257  0.000
65 H 2.8680 2.7532 -3.8704  0.000
66 H -2.3991 -3.9030 0.4968  0.000
67 H 0.0882 1.4725 4.7765  0.000
68 H 1.7464 4.8566 0.9698  0.000
69 H 4.9242 -1.5064 -2.5730  0.000
70 H -1.7293 3.8747 -4.2461  0.000
71 H -3.7362 1.6773 -4.5664  0.000
72 H 0.2085 2.4000 -3.7406  0.000
73 H 0.3107 -3.1817 -1.9783  0.000
74 H 2.5912 -5.0267 1.1649  0.001
75 H 0.9039 -1.3192 5.7507  0.000
76 H -2.8585 -2.2886 -0.0073  0.000
77 H -3.0054 -1.5420 4.5174  0.000
78 H -4.1518 -1.3782 3.1917  0.000
79 H 1.8700 -4.9953 -1.2297  0.000
80 H 1.7862 2.5071 -1.5457  0.000
81 H 4.1155 2.9858 -2.6351  0.000
82 H 2.1274 1.2499 2.6824  0.000
83 H -3.7724 3.0359 -3.4350  0.000
84 H 1.1906 2.0426 0.7704  0.000
85 H 0.9527 5.3876 2.4545  0.000
86 H -1.0624 1.4492 3.4481  0.000
87 H -1.7863 2.6840 -5.5566  0.000
88 H -1.3121 0.4172 4.8549  0.000

The calculation puts the energy above the lowest of the compared OMol25 structures with the same formula, charge and spin at 25.9 kcal per mole. The expectation value of S² is 0.7697. The calculation puts the LUMO energy (alpha / beta) at -3.47 / -3.10 eV. Its spin multiplicity is 2. As for the total charge: +1.